C38H31GeN2O9SeW | the ωB97M-V functional and the def2-TZVPD basis

CARTESIAN COORDINATES (ANGSTROEM)
W: -0.2057 -0.5600 1.8497
O: 3.7213 -0.9320 -3.1572
C: 2.8890 -0.9214 -2.1095
C: 1.9552 -1.9302 -1.8615
C: 1.1702 -1.8115 -0.7383
N: 1.3074 -0.8091 0.0976
C: 2.1175 0.1929 -0.1717
C: 2.9469 0.1927 -1.2663
C: 1.9083 1.3143 0.7734
O: 2.3406 2.4114 0.7345
O: 1.0305 0.8908 1.7486
C: 0.0212 -2.6752 -0.3654
O: -0.3973 -3.5846 -1.0278
O: -0.4731 -2.3050 0.8003
H: 3.6011 -1.7270 -3.6900
H: 1.8250 -2.7792 -2.5208
H: 3.6025 1.0263 -1.4770
O: -0.8794 0.1871 0.0481
C: -2.1200 -0.1704 0.0817
C: -3.1578 0.0905 -0.9425
C: -4.3217 -0.7052 -0.3471
C: -3.8452 -1.1838 1.0302
O: -4.5060 -1.7406 1.8456
N: -2.4535 -0.8380 1.1341
H: -2.8241 -0.2474 -1.9225
H: -3.3396 1.1641 -1.0023
H: -4.5602 -1.5924 -0.9329
H: -5.2372 -0.1328 -0.2190
Se: 1.7449 -2.1152 2.6829
C: 1.2410 -3.8885 3.1286
C: 0.6803 -4.8166 2.2544
C: 0.3742 -6.0857 2.7313
C: 0.6340 -6.4282 4.0517
C: 1.2176 -5.5051 4.9063
C: 1.5165 -4.2273 4.4526
H: 0.4836 -4.5836 1.2202
H: -0.0643 -6.8113 2.0586
H: 0.3851 -7.4171 4.4136
H: 1.4320 -5.7708 5.9334
H: 1.9492 -3.4963 5.1251
O: -1.2503 0.8320 2.6512
C: -1.0478 2.2045 2.4177
O: -1.3802 2.7408 1.4181
C: -0.3478 2.8269 3.6084
C: -0.0010 1.8758 4.7814
Ge: 0.8633 0.0796 4.5135
C: 2.7164 0.6986 3.9791
C: 3.8187 -0.1092 3.6903
C: 5.0534 0.4322 3.3493
C: 5.2283 1.8054 3.3044
C: 4.1698 2.6235 3.6520
C: 2.9345 2.0789 3.9912
C: 1.3118 -0.6615 6.2934
C: 2.6451 -0.6978 6.7140
C: 2.9841 -1.1300 7.9911
C: 2.0025 -1.5277 8.8829
C: 0.6752 -1.5027 8.4847
C: 0.3378 -1.0847 7.2043
C: -0.9729 -1.1258 4.2228
C: -1.9667 -0.5584 5.0440
C: -3.1816 -1.1774 5.1950
C: -3.4946 -2.3511 4.4934
C: -2.5615 -2.8938 3.6632
C: -1.2903 -2.2940 3.5348
H: -1.0297 3.6037 3.9643
H: 0.5164 3.3424 3.1907
H: -0.9200 1.7365 5.3345
H: 0.6759 2.3661 5.4792
H: 3.7601 -1.1788 3.7860
H: 5.8838 -0.2307 3.1398
H: 6.1859 2.2302 3.0325
H: 4.2899 3.6997 3.6524
H: 2.1628 2.7676 4.2729
H: 3.4421 -0.3794 6.0600
H: 4.0257 -1.1498 8.2858
H: 2.2681 -1.8554 9.8797
H: -0.1045 -1.8138 9.1685
H: -0.7051 -1.1166 6.9319
H: -1.7920 0.3370 5.6070
H: -3.9081 -0.7403 5.8688
H: -4.4679 -2.8100 4.6000
H: -2.7624 -3.8044 3.1140
H: -0.5646 -2.8980 3.0331

## Properties
HOMO-LUMO gap ... 0.2139 Ha
Molecular weight ... 995.1 g mol⁻¹
Relative energy (zero: lowest compared OMol25 entry of this formula, charge and spin) ... 60.9 kcal per mole
Total charge ... +1
Lowest unoccupied orbital energy ... -5.3 eV